1.
The following is a quantum chemistry calculation of C20H34FeN2O2P as an isolated structure, from the Open Molecules 2025 dataset.

Summary:
M (u): 421.32
Energy above the lowest of the compared OMol25 structures with the same formula, charge and spin (kJ/mol): 45.7
Kohn-Sham gap (spin up / spin down) (eV): 4.857 / 6.842
Total charge: +1
2S+1: 5
Highest occupied orbital energy (spin up / spin down) (eV): -8.8 / -10.7
LUMO level (spin up / spin down) (eV): -3.91 / -3.89

Geometry (Å):
C: -1.78 -0.80 -3.00
C: -0.89 -0.57 -1.77
C: 0.53 -0.11 -2.05
Fe: 2.27 -0.74 -3.28
C: 3.13 0.83 -2.79
O: 3.33 1.67 -1.98
C: 1.44 0.17 -4.66
O: 1.19 0.93 -5.52
C: 2.91 -2.28 -2.04
C: 3.98 -1.55 -2.66
C: 3.80 -1.64 -4.13
C: 2.61 -2.42 -4.36
C: 2.05 -2.78 -3.09
H: -2.79 -1.26 -2.84
H: -2.02 0.05 -3.66
H: -1.27 -1.52 -3.66
H: -0.89 -1.58 -1.25
H: 0.62 0.97 -2.22
H: 1.13 -0.37 -1.16
H: 2.81 -2.49 -0.98
H: 4.89 -1.16 -2.17
H: 4.48 -1.31 -4.90
H: 2.22 -2.74 -5.33
H: 1.16 -3.42 -2.94
C: 2.45 1.58 2.58
C: 1.53 0.46 2.21
C: 2.29 -0.38 1.20
C: 1.11 -0.42 3.39
N: 0.31 1.04 1.61
C: -0.18 2.40 1.75
C: -1.72 2.41 1.95
N: -2.20 1.13 1.38
C: -3.46 0.43 1.86
C: -4.43 1.51 2.32
C: -3.15 -0.58 2.99
C: -4.10 -0.31 0.67
P: -0.96 0.05 1.25
H: -1.14 0.04 -0.95
H: 2.13 2.18 3.43
H: 3.39 1.13 2.87
H: 2.64 2.21 1.72
H: 1.71 -1.21 0.79
H: 2.74 0.17 0.35
H: 3.05 -0.86 1.81
H: 0.48 -1.27 3.10
H: 2.01 -0.83 3.83
H: 0.63 0.13 4.21
H: 0.31 2.93 2.58
H: 0.03 2.98 0.83
H: -1.98 2.54 3.01
H: -2.17 3.26 1.40
H: -4.55 2.28 1.52
H: -5.40 1.01 2.49
H: -4.11 1.98 3.26
H: -2.56 -1.44 2.61
H: -2.63 -0.08 3.82
H: -4.13 -0.95 3.34
H: -3.51 -1.16 0.31
H: -5.05 -0.68 1.07
H: -4.30 0.42 -0.14

---

2.
The following is a quantum chemistry calculation of a 2-piece molecular cluster, C20H34IN2O3 overall, from the Open Molecules 2025 dataset.

Summary:
M (u): 477.41
Energy above the lowest of the compared OMol25 structures with the same formula, charge and spin (kJ/mol): 1153.4
Kohn-Sham gap (eV): 3.818
Total charge: +1
Highest occupied orbital energy (eV): -9.0
LUMO level (eV): -5.15

Geometry (Å):
C: 2.77 5.63 -2.71
C: 1.42 4.91 -3.39
C: 1.13 5.16 -5.00
C: 0.52 4.08 -2.50
C: 1.18 2.65 -1.97
C: 0.24 1.84 -0.89
C: 0.43 0.22 -0.88
C: 1.89 -0.33 -1.38
C: 0.24 -0.34 0.69
C: 0.41 -1.96 0.82
C: 1.74 -2.46 1.64
C: 3.10 -2.82 0.88
N: 4.39 -3.27 1.38
N: 4.33 -3.41 2.72
C: 3.24 -3.20 3.66
C: 3.49 -3.54 5.27
C: 2.70 -2.52 6.29
O: 2.17 -3.09 7.40
I: 2.46 -0.36 6.04
C: 1.78 -2.67 3.25
H: 2.53 5.77 -1.57
H: 2.97 6.71 -3.18
H: 3.73 4.93 -2.78
H: 0.03 4.80 -5.23
H: 1.19 6.28 -5.33
H: 1.90 4.57 -5.70
H: -0.58 4.43 -2.26
H: 2.17 2.96 -1.39
H: 1.44 2.05 -2.95
H: 0.32 2.32 0.20
H: -0.89 2.05 -1.22
H: -0.43 -0.29 -1.49
H: 2.28 0.12 -2.38
H: 1.75 -1.50 -1.58
H: 2.65 -0.26 -0.48
H: 0.92 0.29 1.42
H: -0.88 -0.04 0.97
H: 0.38 -2.53 -0.22
H: -0.53 -2.38 1.43
H: 3.05 -2.70 -0.31
H: 5.25 -3.74 3.14
H: 4.66 -3.39 5.45
H: 3.26 -4.69 5.46
H: 0.90 -2.46 3.98
C: -6.57 -0.38 0.38
O: -6.29 -1.24 -0.71
C: -5.33 -0.69 -1.61
C: -3.95 -1.32 -1.42
O: -3.39 -0.96 -0.15
C: -3.49 -2.02 0.80
H: -7.15 -0.94 1.12
H: -5.65 -0.03 0.86
H: -7.16 0.47 0.04
H: -5.28 0.40 -1.50
H: -5.68 -0.91 -2.63
H: -3.27 -0.94 -2.18
H: -4.00 -2.41 -1.53
H: -2.79 -2.82 0.55
H: -4.51 -2.42 0.86
H: -3.22 -1.62 1.79

---

3.
The following is a quantum chemistry calculation of C20H34N7O3Sn as an isolated structure, from the Open Molecules 2025 dataset.

Summary:
M (u): 539.25
Kohn-Sham gap (eV): 8.440
Total charge: +1
Highest occupied orbital energy (eV): -10.5
LUMO level (eV): -2.01

Geometry (Å):
Sn: 0.04 -0.08 0.35
N: -1.56 -1.85 4.14
C: -1.19 -1.48 2.91
O: -0.71 -0.36 2.69
C: -1.32 -2.50 1.80
C: -1.24 -1.89 0.41
H: -1.50 -1.18 4.89
H: -2.02 -2.72 4.31
H: -2.24 -3.07 1.96
H: -0.49 -3.21 1.96
H: -2.23 -1.58 0.08
H: -0.90 -2.65 -0.30
C: -4.61 4.82 -0.17
C: -3.67 3.66 -0.06
C: -4.11 2.34 -0.02
C: -3.20 1.31 0.08
N: -1.88 1.52 0.15
C: -1.44 2.78 0.13
C: -2.29 3.87 0.02
H: -5.65 4.48 -0.22
H: -4.40 5.39 -1.07
H: -4.50 5.49 0.68
H: -5.17 2.12 -0.08
H: -3.52 0.28 0.11
H: -0.37 2.91 0.20
H: -1.88 4.87 0.01
C: 1.40 -0.16 -2.64
N: 1.53 -0.20 -4.08
C: 0.78 0.92 -4.65
N: -0.64 0.87 -4.29
C: -0.75 0.89 -2.84
N: -0.03 -0.24 -2.21
C: -0.59 -1.50 -2.77
N: -0.48 -1.55 -4.21
C: 0.93 -1.45 -4.58
C: -1.19 -0.40 -4.77
H: 1.82 0.77 -2.26
H: 1.94 -1.00 -2.19
H: 0.87 0.89 -5.74
H: 1.21 1.86 -4.29
H: -1.80 0.84 -2.55
H: -0.32 1.82 -2.46
H: -1.64 -1.57 -2.47
H: -0.04 -2.34 -2.34
H: 1.02 -1.48 -5.66
H: 1.48 -2.29 -4.16
H: -2.25 -0.46 -4.50
H: -1.11 -0.43 -5.86
O: 4.38 -1.99 1.17
C: 3.12 -1.70 1.43
O: 2.31 -1.55 0.54
C: 2.81 -1.51 2.90
N: 3.89 -2.07 3.72
C: 4.17 -1.14 4.82
C: 4.02 0.21 4.13
C: 2.79 0.01 3.25
H: 1.83 -1.96 3.09
H: 4.80 -2.12 2.06
H: 3.70 -3.01 4.03
H: 5.17 -1.32 5.23
H: 3.44 -1.23 5.63
H: 4.90 0.41 3.52
H: 3.90 1.03 4.84
H: 2.79 0.63 2.36
H: 1.87 0.23 3.80

---

4.
The following is a quantum chemistry calculation of a 4-piece molecular cluster, C20H35Br2O9P overall, from the Open Molecules 2025 dataset.

Summary:
M (u): 610.27
Kohn-Sham gap (eV): 6.875
Structure (SMILES): C=CC1=CC(=O)C(Br)=C(P(O)Br)C1=O.COCCOC.COCCOC.COCCOC
Highest occupied orbital energy (eV): -9.1
LUMO level (eV): -2.18

Geometry (Å):
C: 5.46 0.38 2.94
C: 4.97 1.81 2.95
C: 3.56 2.04 3.80
C: 3.66 2.06 5.32
C: 2.27 2.01 6.14
O: 2.18 1.06 7.10
C: 0.82 2.44 5.48
Br: -0.71 3.01 6.71
C: 0.67 2.29 3.98
P: -1.02 2.32 3.20
O: -0.87 1.30 1.79
Br: -2.50 1.02 4.41
C: 2.06 2.21 3.13
O: 2.13 2.84 1.93
H: 4.78 -0.48 2.56
H: 6.54 0.11 3.26
H: 5.54 2.55 2.26
H: 4.70 1.99 5.86
H: -0.94 0.32 2.10
C: 0.37 0.94 -0.77
O: 0.88 0.72 -2.08
C: 1.71 -0.44 -2.15
C: 0.94 -1.63 -2.74
O: -0.11 -2.06 -1.88
C: -1.39 -1.57 -2.31
H: -0.44 1.67 -0.83
H: -0.02 0.02 -0.32
H: 1.16 1.35 -0.13
H: 2.12 -0.69 -1.16
H: 2.55 -0.20 -2.81
H: 1.63 -2.48 -2.84
H: 0.56 -1.40 -3.74
H: -1.73 -2.16 -3.17
H: -1.36 -0.51 -2.57
H: -2.10 -1.70 -1.49
C: 3.82 1.44 -8.75
O: 2.46 1.22 -8.39
C: 2.28 -0.02 -7.70
C: 2.17 0.20 -6.18
O: 3.41 0.68 -5.64
C: 3.38 2.09 -5.41
H: 3.94 2.49 -9.03
H: 4.51 1.22 -7.93
H: 4.07 0.82 -9.62
H: 3.08 -0.72 -7.94
H: 1.34 -0.44 -8.06
H: 1.97 -0.76 -5.71
H: 1.35 0.88 -5.94
H: 2.80 2.30 -4.51
H: 2.97 2.63 -6.26
H: 4.41 2.42 -5.25
C: -7.74 -2.18 3.38
O: -6.79 -3.23 3.38
C: -5.48 -2.78 3.01
C: -4.59 -2.59 4.24
O: -5.06 -1.52 5.06
C: -5.78 -1.99 6.19
H: -8.63 -2.51 3.92
H: -7.36 -1.28 3.87
H: -8.02 -1.94 2.35
H: -5.54 -1.87 2.41
H: -5.05 -3.57 2.38
H: -3.58 -2.31 3.90
H: -4.50 -3.52 4.81
H: -5.08 -2.38 6.94
H: -6.50 -2.77 5.93
H: -6.33 -1.15 6.63

---

Q: M of number 2 (C20H34IN2O3)?
A: 477.41 u

---

What did the fourth record say?
The following is a quantum chemistry calculation of a 4-piece molecular cluster, C20H35Br2O9P overall, from the Open Molecules 2025 dataset.

Summary:
M (u): 610.27
Kohn-Sham gap (eV): 6.875
Structure (SMILES): C=CC1=CC(=O)C(Br)=C(P(O)Br)C1=O.COCCOC.COCCOC.COCCOC
Highest occupied orbital energy (eV): -9.1
LUMO level (eV): -2.18

Geometry (Å):
C: 5.46 0.38 2.94
C: 4.97 1.81 2.95
C: 3.56 2.04 3.80
C: 3.66 2.06 5.32
C: 2.27 2.01 6.14
O: 2.18 1.06 7.10
C: 0.82 2.44 5.48
Br: -0.71 3.01 6.71
C: 0.67 2.29 3.98
P: -1.02 2.32 3.20
O: -0.87 1.30 1.79
Br: -2.50 1.02 4.41
C: 2.06 2.21 3.13
O: 2.13 2.84 1.93
H: 4.78 -0.48 2.56
H: 6.54 0.11 3.26
H: 5.54 2.55 2.26
H: 4.70 1.99 5.86
H: -0.94 0.32 2.10
C: 0.37 0.94 -0.77
O: 0.88 0.72 -2.08
C: 1.71 -0.44 -2.15
C: 0.94 -1.63 -2.74
O: -0.11 -2.06 -1.88
C: -1.39 -1.57 -2.31
H: -0.44 1.67 -0.83
H: -0.02 0.02 -0.32
H: 1.16 1.35 -0.13
H: 2.12 -0.69 -1.16
H: 2.55 -0.20 -2.81
H: 1.63 -2.48 -2.84
H: 0.56 -1.40 -3.74
H: -1.73 -2.16 -3.17
H: -1.36 -0.51 -2.57
H: -2.10 -1.70 -1.49
C: 3.82 1.44 -8.75
O: 2.46 1.22 -8.39
C: 2.28 -0.02 -7.70
C: 2.17 0.20 -6.18
O: 3.41 0.68 -5.64
C: 3.38 2.09 -5.41
H: 3.94 2.49 -9.03
H: 4.51 1.22 -7.93
H: 4.07 0.82 -9.62
H: 3.08 -0.72 -7.94
H: 1.34 -0.44 -8.06
H: 1.97 -0.76 -5.71
H: 1.35 0.88 -5.94
H: 2.80 2.30 -4.51
H: 2.97 2.63 -6.26
H: 4.41 2.42 -5.25
C: -7.74 -2.18 3.38
O: -6.79 -3.23 3.38
C: -5.48 -2.78 3.01
C: -4.59 -2.59 4.24
O: -5.06 -1.52 5.06
C: -5.78 -1.99 6.19
H: -8.63 -2.51 3.92
H: -7.36 -1.28 3.87
H: -8.02 -1.94 2.35
H: -5.54 -1.87 2.41
H: -5.05 -3.57 2.38
H: -3.58 -2.31 3.90
H: -4.50 -3.52 4.81
H: -5.08 -2.38 6.94
H: -6.50 -2.77 5.93
H: -6.33 -1.15 6.63

---

Copy entry 3 word for word.
The following is a quantum chemistry calculation of C20H34N7O3Sn as an isolated structure, from the Open Molecules 2025 dataset.

Summary:
M (u): 539.25
Kohn-Sham gap (eV): 8.440
Total charge: +1
Highest occupied orbital energy (eV): -10.5
LUMO level (eV): -2.01

Geometry (Å):
Sn: 0.04 -0.08 0.35
N: -1.56 -1.85 4.14
C: -1.19 -1.48 2.91
O: -0.71 -0.36 2.69
C: -1.32 -2.50 1.80
C: -1.24 -1.89 0.41
H: -1.50 -1.18 4.89
H: -2.02 -2.72 4.31
H: -2.24 -3.07 1.96
H: -0.49 -3.21 1.96
H: -2.23 -1.58 0.08
H: -0.90 -2.65 -0.30
C: -4.61 4.82 -0.17
C: -3.67 3.66 -0.06
C: -4.11 2.34 -0.02
C: -3.20 1.31 0.08
N: -1.88 1.52 0.15
C: -1.44 2.78 0.13
C: -2.29 3.87 0.02
H: -5.65 4.48 -0.22
H: -4.40 5.39 -1.07
H: -4.50 5.49 0.68
H: -5.17 2.12 -0.08
H: -3.52 0.28 0.11
H: -0.37 2.91 0.20
H: -1.88 4.87 0.01
C: 1.40 -0.16 -2.64
N: 1.53 -0.20 -4.08
C: 0.78 0.92 -4.65
N: -0.64 0.87 -4.29
C: -0.75 0.89 -2.84
N: -0.03 -0.24 -2.21
C: -0.59 -1.50 -2.77
N: -0.48 -1.55 -4.21
C: 0.93 -1.45 -4.58
C: -1.19 -0.40 -4.77
H: 1.82 0.77 -2.26
H: 1.94 -1.00 -2.19
H: 0.87 0.89 -5.74
H: 1.21 1.86 -4.29
H: -1.80 0.84 -2.55
H: -0.32 1.82 -2.46
H: -1.64 -1.57 -2.47
H: -0.04 -2.34 -2.34
H: 1.02 -1.48 -5.66
H: 1.48 -2.29 -4.16
H: -2.25 -0.46 -4.50
H: -1.11 -0.43 -5.86
O: 4.38 -1.99 1.17
C: 3.12 -1.70 1.43
O: 2.31 -1.55 0.54
C: 2.81 -1.51 2.90
N: 3.89 -2.07 3.72
C: 4.17 -1.14 4.82
C: 4.02 0.21 4.13
C: 2.79 0.01 3.25
H: 1.83 -1.96 3.09
H: 4.80 -2.12 2.06
H: 3.70 -3.01 4.03
H: 5.17 -1.32 5.23
H: 3.44 -1.23 5.63
H: 4.90 0.41 3.52
H: 3.90 1.03 4.84
H: 2.79 0.63 2.36
H: 1.87 0.23 3.80

---

Q: Which value of M does entry 2 give?
A: 477.41 u